The ion C19H24NO with charge +1. Source: the OMol25 dataset; level of theory: ωB97M-V/def2-TZVPD.

The geometry in XYZ format:
```
45
Properties=species:S:1:pos:R:3:forces:R:3
C -1.178223 -0.644054 -4.023762 0.00 -0.05 -0.02
C -0.495372 0.288012 -3.387011 0.22 0.06 0.15
C 0.969600 0.181457 -3.084628 -0.23 -0.06 -0.56
N 1.205300 0.329017 -1.628446 -0.25 0.01 0.19
C 2.605219 0.151716 -1.178162 0.63 -0.12 0.12
C 3.096375 -1.283188 -1.366755 -0.28 -0.03 -0.05
C 2.095400 -2.360432 -0.935342 0.08 0.23 0.37
C 1.587100 -2.245155 0.500377 0.15 -0.47 -0.11
O 0.697154 -1.139516 0.606131 -0.18 0.06 0.20
C -0.104205 -1.042974 1.736005 -0.19 0.18 0.04
C -0.083096 -1.955793 2.779287 0.26 -0.10 -0.21
C -0.964218 -1.820720 3.840237 -0.09 0.10 0.00
C -1.876257 -0.783091 3.867290 -0.03 -0.09 0.10
C -1.882476 0.141963 2.839602 0.13 -0.10 -0.07
C -0.993630 0.038391 1.777693 0.09 -0.16 0.06
C -0.989137 1.097740 0.748265 0.08 0.06 -0.12
C -2.108276 1.326890 -0.046170 0.10 -0.01 0.02
C -2.117489 2.362348 -0.965829 -0.02 0.12 -0.01
C -1.008226 3.181644 -1.108469 -0.02 0.00 -0.05
C 0.113292 2.964570 -0.319247 -0.02 0.15 0.21
C 0.117644 1.933934 0.613666 -0.14 0.17 0.06
H -2.224591 -0.526503 -4.240868 -0.22 0.08 -0.03
H -0.719449 -1.554094 -4.374032 0.15 -0.19 -0.03
H -0.972545 1.200072 -3.056805 -0.11 0.08 -0.01
H 1.521224 0.974437 -3.598379 0.08 -0.07 0.16
H 1.352820 -0.782669 -3.419790 0.07 0.06 0.11
H 0.653818 -0.361797 -1.077393 -0.01 0.43 -0.22
H 0.858346 1.257928 -1.305122 0.12 -0.51 -0.19
H 2.632795 0.411245 -0.119114 -0.10 0.09 -0.10
H 3.248891 0.843156 -1.724939 -0.15 0.06 0.03
H 4.011805 -1.392377 -0.784575 0.05 0.05 -0.04
H 3.361314 -1.458553 -2.410219 0.08 0.02 0.00
H 2.594246 -3.325981 -1.024046 -0.08 -0.04 -0.04
H 1.233844 -2.387845 -1.607138 -0.05 -0.10 -0.05
H 1.056333 -3.170198 0.748322 0.05 0.12 0.04
H 2.422824 -2.118299 1.199226 -0.08 -0.03 0.01
H 0.616200 -2.775658 2.789155 0.06 -0.08 -0.03
H -0.931794 -2.538974 4.644097 0.00 -0.07 0.08
H -2.569633 -0.686125 4.686962 -0.06 0.01 0.09
H -2.569407 0.974486 2.858402 -0.07 0.10 0.01
H -2.977450 0.698091 0.071607 -0.09 -0.10 0.00
H -2.999628 2.542315 -1.560905 -0.09 0.01 -0.08
H -1.022538 3.998535 -1.813439 -0.01 0.08 -0.08
H 0.963248 3.627923 -0.393816 0.08 0.07 0.00
H 0.967128 1.795622 1.267070 0.11 -0.03 0.06
```
Positions in Å, forces in eV/Å.

Summary:
**Max |F|**: 0.65 eV Å⁻¹
**Total charge**: +1
**Kohn-Sham gap**: 9.403 eV
**Structure (SMILES)**: C=CC[NH2+]CCCCOc1ccccc1-c1ccccc1
**LUMO**: -2.2 eV
**Electronic energy**: -23623.903 eV

Results of the natural (NBO) charge analysis, in e, for atoms 1 through 4:
1 C -0.32
2 C -0.24
3 C -0.26
4 N -0.59